DFT (the ωB97M-V functional and the def2-TZVPD basis) results for a 2-piece molecular cluster, CH2F2IP overall in a non-equilibrium geometry.

Each line ends with the Löwdin charge.
Atoms and positions in Å:
C1 0.83545 0.85764 0.10817  -0.98
F1 0.94649 1.39529 1.31642  -0.01
F2 0.74367 1.88997 -0.67599  0.01
P1 -2.02840 -0.85729 -0.21108  0.60
I1 2.30149 -0.46353 -0.37196  0.92
H1 -2.01161 -1.87971 0.73288  -0.26
H2 -0.78708 -0.94237 -0.89845  -0.28

Cartesian forces, eV/Å:
C -0.52 1.05 1.20
F -0.09 -0.65 0.83
F -0.40 0.56 -1.60
P -0.53 1.33 -0.63
I 0.90 -1.00 -0.33
H 0.74 -0.57 0.14
H -0.10 -0.73 0.39

Calculated values
LUMO (alpha / beta)   -1.0104 / -1.3005 eV
Kohn-Sham gap (alpha / beta)   0.295 / 0.286 hartree



DFT (the ωB97M-V functional and the def2-TZVPD basis) results for one molecule with the formula CH2F2N2 in a non-equilibrium geometry.

Each line ends with the Löwdin charge.
Atoms and positions in Å:
C1 -1.02498 -0.04930 0.23305  -0.32
N1 0.43634 -0.28228 0.09665  -0.07
N2 1.73944 0.24910 -0.06918  0.04
F1 -1.79200 -1.05264 -0.11974  0.12
F2 -1.53604 1.15189 -0.06340  0.10
H1 0.70287 -1.26654 0.05853  0.11
H2 1.47437 1.24975 -0.13591  0.03

Cartesian forces, eV/Å:
C 4.44 0.84 0.85
N -0.59 -1.29 -1.11
N -4.09 1.57 0.66
F 0.07 -0.11 -0.45
F 0.63 -0.85 -0.21
H -1.45 -0.09 0.38
H 0.98 -0.07 -0.12

Calculated values
LUMO (alpha / beta)   0.1262 / 0.1795 eV
Kohn-Sham gap (alpha / beta)   0.320 / 0.333 hartree



DFT (the ωB97M-V functional and the def2-TZVPD basis) results for a 2-piece molecular cluster, CH2F2N2O overall in a non-equilibrium geometry.

Each line ends with the Löwdin charge.
Atoms and positions in Å:
H1 1.39249 -2.18976 0.20570  0.09
N1 1.11939 -1.21470 0.21287  0.19
N2 0.01724 -1.06249 -0.18306  0.06
C1 -0.85489 -0.07451 -0.24928  -0.53
O1 -1.06358 0.64056 -1.18339  0.14
F1 -1.54528 -0.01965 0.98311  0.07
F2 0.84299 1.99934 0.39096  -0.08
H2 0.09165 1.92121 -0.17691  0.06

Cartesian forces, eV/Å:
H -0.03 -0.77 -0.55
N 2.98 1.43 1.69
N -2.74 -2.69 -0.91
C -0.57 2.22 1.33
O -0.49 -0.34 0.72
F 0.79 -0.11 -2.18
F -0.68 -0.07 -0.45
H 0.73 0.33 0.35

Calculated values
LUMO   -0.6448 eV
Kohn-Sham gap   0.356 hartree
SMILES string   [H]/N=N/C(=O)F.F



ΔE to the lowest compared entry with this formula, charge and spin (kcal/mol)
66.98; 78.14; 1.42